# C5H9NO3

One molecule with the formula C5H9NO3 in a non-equilibrium geometry (ωB97M-V/def2-TZVPD, the Open Molecules 2025 dataset).

CARTESIAN COORDINATES (ANGSTROEM)
C: 2.77 0.39 0.21
C: -1.05 0.00 -0.25
C: 3.54 1.54 0.05
C: 0.32 -0.51 0.16
C: -3.45 -0.25 -0.20
N: -2.18 -0.64 0.35
O: 3.24 -0.76 0.58
O: 1.29 0.52 0.11
O: 0.66 -1.64 0.27
H: -1.02 1.19 -0.14
H: -1.18 -0.18 -1.45
H: 4.55 1.32 0.09
H: 3.12 2.41 -0.24
H: -4.33 -0.96 0.17
H: -3.57 0.85 0.15
H: -3.34 -0.34 -1.24
H: -1.97 -1.63 0.38
H: 2.57 -1.33 0.96

**HOMO energy (spin up / spin down)**: -0.17950 / -0.32863 Ha
**Kohn-Sham gap (spin up / spin down)**: 5.724 / 7.348 eV
**Multiplicity**: 3
**Energy above the lowest of the compared OMol25 structures with the same formula, charge and spin**: 0.811 eV
**E**: -12957.2275 eV